{
  "formula": "C4H14NO3",
  "method": "ωB97M-V/def2-TZVPD",
  "symbols": ["C", "O", "C", "C", "C", "O", "N", "H", "H", "H", "H", "H", "H", "H", "H", "H", "H", "H", "H", "H", "H", "O"],
  "positions_angstrom": [[-1.151, 1.139, 0.002], [-1.522, 0.898, 1.383], [0.159, 0.347, -0.239], [0.281, -0.289, -1.649], [-0.855, -1.210, -2.050], [1.513, -1.025, -1.534], [0.234, -0.794, 0.722], [-1.931, 0.732, -0.642], [-1.139, 2.223, -0.093], [-2.415, 1.227, 1.513], [0.980, 1.046, -0.153], [0.396, 0.527, -2.365], [-1.828, -0.747, -1.880], [-0.880, -2.131, -1.463], [-0.895, -1.488, -3.101], [1.949, -0.979, -2.392], [-0.290, -0.606, 1.582], [1.208, -0.914, 1.012], [0.079, -1.682, 0.244], [0.597, 1.565, 2.834], [1.978, 0.934, 3.178], [1.146, 0.790, 2.718]],
  "e_above_lowest_kcal_mol": 13.6,
  "homo_energy_ev": -14.81,
  "fmax_ev_per_a": 1.77,
  "total_charge": 1,
  "molar_mass_g_mol": 124.2
}